This record from the Open Molecules 2025 dataset describes one molecule with the formula C16H13N3O3. The level of theory is ωB97M-V with the def2-TZVPD basis set.

The geometry in XYZ format:
```
35
C16H13N3O3 (ωB97M-V with the def2-TZVPD basis set)
O -2.16 -1.97 0.05
C -1.75 -0.84 0.24
N -2.62 0.30 0.30
C -4.11 0.16 0.11
C -4.84 1.22 0.13
C -6.29 1.31 0.16
N -7.02 0.18 -0.03
C -6.29 -0.80 -0.45
C -4.95 -0.92 -0.27
H -4.36 -1.94 -0.31
H -6.93 -1.49 -0.56
H -6.91 2.40 0.11
H -4.32 2.13 0.42
H -2.38 1.21 0.58
C -0.47 -0.44 0.39
H -0.21 -0.97 1.55
H -0.33 0.49 0.72
C 0.39 -0.92 -0.57
N 1.91 -0.40 -0.49
C 2.22 0.85 -0.33
O 1.50 1.76 -0.73
C 3.59 0.83 -0.02
C 4.66 1.84 -0.04
C 5.91 1.39 0.34
C 6.31 0.18 0.10
C 5.43 -0.97 0.25
C 4.06 -0.80 0.00
C 2.85 -1.26 -0.19
O 2.58 -2.65 0.03
H 5.63 -2.07 0.47
H 7.35 -0.15 0.50
H 6.71 2.07 0.11
H 4.43 2.80 -0.22
H 0.06 -0.51 -1.59
H 0.35 -2.02 -0.76
```

- HOMO-LUMO gap: 7.34 eV
- Spin multiplicity: 1
- Lowest unoccupied orbital energy: -0.0722 hartree
- HOMO energy: -9.31 eV
- Charge: 0
- F_max: 14.81 eV/Å
- Energy relative to the best compared isomer or geometry (same formula, charge and spin): 1074.35 kJ/mol
- Structure (SMILES): O=C(CCN1C(=O)c2ccccc2C1=O)Nc1ccncc1

In the natural (NBO) picture, each atom carries the following charge in e: O -0.573; C 0.685; N -0.622; C 0.160; C -0.288; C 0.045; N -0.404; C -0.004; C -0.256; H 0.263; H 0.193; H 0.214; H 0.193; H 0.403; C -0.510; H 0.225; H 0.242; C -0.199; N -0.410; C 0.590; O -0.549; C -0.077; C -0.121; C -0.211; C -0.176; C -0.123; C -0.095; C 0.583; O -0.605; H 0.253; H 0.224; H 0.222; H 0.219; H 0.222; H 0.289

This record from the Open Molecules 2025 dataset describes C16H13N3O4SSn as an isolated structure. The level of theory is ωB97M-V with the def2-TZVPD basis set.

The geometry in XYZ format:
```
38
C16H13N3O4SSn (ωB97M-V with the def2-TZVPD basis set)
Sn -0.85 -1.12 1.37
O -4.63 -3.41 1.11
C -3.47 -2.86 0.95
O -2.91 -2.17 1.80
C -2.83 -3.12 -0.37
C -3.32 -4.00 -1.31
C -2.62 -4.15 -2.50
C -1.48 -3.39 -2.72
C -1.07 -2.53 -1.71
N -1.72 -2.41 -0.56
C 0.13 -1.66 -1.93
O 0.88 -1.72 -2.83
O 0.23 -0.72 -0.88
H -5.01 -3.22 1.98
H -4.23 -4.56 -1.11
H -2.97 -4.84 -3.26
H -0.91 -3.45 -3.63
C 1.26 0.14 -0.92
C 2.19 0.88 -1.01
C 3.29 1.81 -1.08
C 4.60 1.37 -0.87
C 5.64 2.28 -0.90
C 5.38 3.63 -1.14
C 4.08 4.06 -1.37
C 3.03 3.16 -1.34
H 4.79 0.32 -0.69
H 6.65 1.95 -0.73
H 6.20 4.34 -1.15
H 3.89 5.11 -1.57
H 2.02 3.48 -1.53
N -2.31 1.18 4.44
C -1.98 1.91 3.39
N -1.77 3.21 3.51
S -1.85 1.25 1.80
H -2.41 1.59 5.36
H -2.56 0.22 4.33
H -1.87 3.69 4.39
H -1.51 3.75 2.70
```

- HOMO-LUMO gap: 5.88 eV
- Spin multiplicity: 1
- Lowest unoccupied orbital energy: -0.2729 hartree
- HOMO energy: -13.30 eV
- Charge: +2
- F_max: 0.90 eV/Å

In the natural (NBO) picture, each atom carries the following charge in e: Sn 1.390; O -0.594; C 0.823; O -0.682; C 0.060; C -0.143; C -0.112; C -0.140; C 0.102; N -0.488; C 0.757; O -0.420; O -0.563; H 0.535; H 0.272; H 0.268; H 0.281; C 0.163; C 0.042; C -0.090; C -0.184; C -0.200; C -0.166; C -0.204; C -0.188; H 0.224; H 0.233; H 0.233; H 0.231; H 0.219; N -0.736; C 0.392; N -0.721; S -0.321; H 0.427; H 0.426; H 0.428; H 0.444

This record from the Open Molecules 2025 dataset describes C16H13N5O4PdS as an isolated structure. The level of theory is ωB97M-V with the def2-TZVPD basis set.

The geometry in XYZ format:
```
40
C16H13N5O4PdS (ωB97M-V with the def2-TZVPD basis set)
Pd 0.26 1.17 2.14
N -0.26 -6.43 -1.75
C -0.43 -5.11 -1.39
C -0.95 -4.78 -0.13
C -1.17 -3.46 0.21
C -0.86 -2.45 -0.69
C -0.34 -2.76 -1.94
C -0.13 -4.08 -2.29
S -1.13 -0.78 -0.24
O -2.21 -0.73 0.70
O -1.21 0.01 -1.44
N 0.17 -0.31 0.62
C 1.34 0.03 0.01
N 1.83 -0.50 -1.10
C 3.02 -0.06 -1.48
C 3.75 0.89 -0.79
C 3.16 1.42 0.35
N 1.96 1.00 0.73
H -0.19 -7.10 -1.00
H 0.38 -6.61 -2.51
H -1.20 -5.57 0.56
H -1.59 -3.20 1.18
H -0.11 -1.96 -2.63
H 0.26 -4.32 -3.27
H 3.42 -0.50 -2.39
H 4.72 1.22 -1.12
H 3.63 2.19 0.95
O -0.10 4.59 4.32
C -0.11 3.66 3.54
O 0.39 2.49 3.73
C -0.80 3.87 2.19
C -1.44 5.05 1.86
C -2.06 5.16 0.63
C -2.03 4.08 -0.25
C -1.37 2.93 0.14
N -0.77 2.85 1.33
H -1.43 5.85 2.59
H -2.57 6.07 0.35
H -2.51 4.12 -1.21
H -1.32 2.05 -0.50
```

- HOMO-LUMO gap (spin up / spin down): 8.37 / 6.70 eV
- Spin multiplicity: 3
- Lowest unoccupied orbital energy (spin up / spin down): 0.0027 / -0.0614 hartree
- HOMO energy (spin up / spin down): -8.30 / -8.37 eV
- Charge: 0
- Expectation value of S²: 2.00
- F_max: 0.25 eV/Å
- Energy relative to the best compared isomer or geometry (same formula, charge and spin): 1.59 kJ/mol

In the Mulliken picture, each atom carries the following charge in e: Pd 0.500; N -0.554; C 1.063; C -0.741; C -0.520; C -0.370; C -0.214; C -0.771; S 1.573; O -0.811; O -0.725; N -0.332; C 0.617; N -0.372; C -0.031; C -0.708; C -0.185; N -0.159; H 0.225; H 0.225; H 0.287; H 0.443; H 0.450; H 0.275; H 0.416; H 0.373; H 0.456; O -0.636; C 0.739; O -0.657; C 0.333; C -0.519; C -0.133; C -0.977; C -0.310; N -0.087; H 0.480; H 0.421; H 0.422; H 0.513

This record from the Open Molecules 2025 dataset describes C16H14BF5N6OsS as an isolated structure. The level of theory is ωB97M-V with the def2-TZVPD basis set.

The geometry in XYZ format:
```
44
C16H14BF5N6OsS (ωB97M-V with the def2-TZVPD basis set)
C -1.86 -0.99 2.19
N -1.13 -1.18 1.06
N -1.22 -2.53 0.74
C -1.99 -3.15 1.65
C -2.42 -2.22 2.60
B -0.50 -3.10 -0.50
N -0.77 -2.22 -1.76
N -0.67 -0.83 -1.74
C -1.01 -0.38 -2.99
C -1.28 -1.51 -3.79
C -1.10 -2.61 -2.98
Os 0.06 0.03 -0.09
N 1.02 -3.08 -0.28
N 1.69 -1.90 -0.03
C 3.00 -2.27 0.17
C 3.13 -3.68 0.04
C 1.85 -4.14 -0.25
H 3.82 -1.62 0.39
H 1.49 -5.14 -0.43
H 4.01 -4.27 0.18
H -0.86 -4.22 -0.75
H -1.22 -3.66 -3.21
H -2.16 -4.22 1.51
H -1.56 -1.50 -4.82
H -3.03 -2.40 3.47
H -1.03 0.65 -3.29
H -1.92 0.00 2.63
H 1.56 0.35 -0.84
C 1.17 1.36 -1.16
H 1.15 1.37 -2.26
H 0.01 1.63 -0.81
H 1.92 2.08 -0.79
F -0.69 7.28 0.94
C -0.36 5.99 1.16
C -1.14 5.17 1.97
F -2.25 5.68 2.55
C -0.81 3.83 2.14
F -1.60 3.04 2.93
C 0.27 3.26 1.43
S 0.51 1.48 1.55
C 1.15 4.15 0.78
F 2.37 3.72 0.32
C 0.81 5.48 0.58
F 1.59 6.25 -0.20
```

- HOMO-LUMO gap (spin up / spin down): 5.29 / 4.72 eV
- Spin multiplicity: 5
- Lowest unoccupied orbital energy (spin up / spin down): -0.6058 / -0.6187 hartree
- HOMO energy (spin up / spin down): -21.78 / -21.56 eV
- Charge: +4
- Expectation value of S²: 6.26
- F_max: 5.44 eV/Å

In the Mulliken picture, each atom carries the following charge in e: C 0.095; N -0.224; N 0.260; C -0.006; C -1.015; B -0.257; N 0.140; N -0.291; C -0.117; C -1.021; C 0.049; Os 1.011; N 0.372; N -0.328; C -0.247; C -0.763; C 0.115; H 0.535; H 0.491; H 0.482; H 0.035; H 0.515; H 0.497; H 0.477; H 0.459; H 0.541; H 0.447; H 0.104; C -0.539; H 0.491; H 0.255; H 0.394; F -0.148; C 0.356; C 0.574; F -0.122; C 0.199; F -0.148; C -0.121; S -0.104; C 0.414; F -0.241; C 0.512; F -0.128

This record from the Open Molecules 2025 dataset describes C16H14BrF3N3O2SSn as an isolated structure. The level of theory is ωB97M-V with the def2-TZVPD basis set.

The geometry in XYZ format:
```
41
C16H14BrF3N3O2SSn (ωB97M-V with the def2-TZVPD basis set)
Sn -12.93 -6.78 -9.40
C -17.28 -6.70 -10.86
C -16.01 -6.81 -10.15
N -15.05 -5.93 -10.18
O -15.30 -4.69 -10.75
C -15.77 -8.08 -9.55
C -16.63 -9.27 -9.84
N -14.55 -8.25 -8.94
O -14.44 -9.16 -8.07
H -17.30 -5.83 -11.53
H -18.12 -6.53 -10.12
H -17.53 -7.62 -11.47
H -14.45 -4.26 -10.54
H -17.60 -9.04 -9.51
H -16.22 -10.08 -9.24
H -16.57 -9.56 -10.92
F -11.36 -9.82 -13.03
C -10.57 -10.50 -12.18
F -10.62 -11.84 -12.53
F -9.26 -10.07 -12.44
C -10.97 -10.17 -10.76
C -10.67 -11.15 -9.78
C -11.05 -10.92 -8.46
C -11.56 -9.72 -8.13
N -11.68 -8.64 -9.02
C -11.43 -8.89 -10.34
S -11.56 -7.47 -11.33
H -10.12 -12.09 -10.02
H -10.90 -11.64 -7.66
H -11.93 -9.54 -7.11
Br -11.75 -3.51 -3.79
C -12.43 -4.27 -5.31
C -13.15 -5.47 -5.24
C -13.15 -6.32 -6.35
C -12.75 -5.80 -7.57
C -12.22 -4.53 -7.72
C -12.00 -3.77 -6.58
H -13.38 -5.87 -4.24
H -13.44 -7.35 -6.31
H -11.91 -4.10 -8.69
H -11.56 -2.76 -6.64
```

- HOMO-LUMO gap (spin up / spin down): 4.18 / 4.64 eV
- Spin multiplicity: 1
- Lowest unoccupied orbital energy (spin up / spin down): 0.0917 / 0.0917 hartree
- HOMO energy (spin up / spin down): -1.69 / -2.15 eV
- Charge: -1
- F_max: 3.40 eV/Å
- Energy relative to the best compared isomer or geometry (same formula, charge and spin): 269.76 kJ/mol

In the natural (NBO) picture, each atom carries the following charge in e: Sn 1.314; C -0.658; C 0.138; N -0.333; O -0.587; C -0.010; C -0.657; N -0.196; O -0.631; H 0.224; H 0.212; H 0.213; H 0.462; H 0.201; H 0.242; H 0.186; F -0.306; C 0.988; F -0.338; F -0.350; C -0.242; C -0.099; C -0.328; C 0.118; N -0.586; C 0.112; S -0.209; H 0.224; H 0.221; H 0.223; Br 0.062; C -0.142; C -0.227; C -0.201; C -0.446; C -0.228; C -0.236; H 0.211; H 0.237; H 0.211; H 0.210

This record from the Open Molecules 2025 dataset describes C16H14BrF6InN5O7S4 as an isolated structure. The level of theory is ωB97M-V with the def2-TZVPD basis set.

The geometry in XYZ format:
```
54
C16H14BrF6InN5O7S4 (ωB97M-V with the def2-TZVPD basis set)
In -0.46 -1.23 0.86
F -0.81 -3.21 -3.89
C 0.02 -3.05 -2.86
F 0.13 -1.76 -2.60
F 1.22 -3.52 -3.22
S -0.55 -3.98 -1.37
O 0.16 -3.39 -0.25
O -0.27 -5.35 -1.66
N -2.06 -3.54 -1.37
S -2.83 -3.68 0.00
O -2.71 -2.48 0.80
O -2.69 -4.94 0.66
C -4.54 -3.63 -0.67
F -5.40 -3.70 0.35
F -4.77 -2.51 -1.35
F -4.76 -4.67 -1.48
N -2.27 2.98 0.95
N -1.51 2.62 2.07
C -1.74 1.43 2.68
N -0.89 1.19 3.71
S -2.97 0.37 2.28
H -1.73 2.86 0.09
H -2.54 3.95 1.05
H -0.55 2.96 2.13
H 0.02 1.64 3.66
H -0.87 0.22 4.01
C -1.76 1.97 -2.61
C -2.68 1.04 -2.13
C -2.30 0.13 -1.16
C -1.01 0.12 -0.65
C -0.09 1.05 -1.14
C -0.47 1.98 -2.10
H -2.06 2.69 -3.36
H -3.69 1.02 -2.51
H -3.04 -0.57 -0.77
H 0.93 1.06 -0.78
H 0.25 2.70 -2.47
O 1.41 2.82 2.33
C 2.01 1.85 1.87
N 1.59 0.58 1.89
S 2.64 -0.43 1.22
O 1.94 -1.05 0.09
O 3.30 -1.31 2.13
C 3.79 0.80 0.66
C 4.97 0.67 -0.04
C 5.68 1.84 -0.28
C 5.22 3.08 0.18
C 4.03 3.17 0.89
C 3.32 2.01 1.13
H 5.33 -0.29 -0.38
H 6.61 1.80 -0.83
H 5.80 3.97 -0.03
H 3.66 4.12 1.26
Br -0.04 -2.39 2.98
```

- HOMO-LUMO gap: 7.77 eV
- Spin multiplicity: 1
- Lowest unoccupied orbital energy: 0.0841 hartree
- HOMO energy: -5.48 eV
- Charge: -1
- F_max: 0.45 eV/Å
- Energy relative to the best compared isomer or geometry (same formula, charge and spin): 65.77 kJ/mol

In the Mulliken picture, each atom carries the following charge in e: In 0.834; F -0.246; C 0.634; F -0.163; F -0.229; S 0.766; O -0.658; O -0.588; N -0.234; S 0.924; O -0.519; O -0.655; C 0.545; F -0.216; F -0.190; F -0.217; N -0.490; N -0.036; C 0.215; N -0.394; S -0.250; H 0.143; H 0.241; H 0.325; H 0.334; H 0.236; C -0.503; C -0.721; C 0.131; C 0.775; C 0.112; C -0.822; H 0.340; H 0.421; H 0.209; H 0.145; H 0.396; O -0.904; C 0.454; N -0.303; S 0.948; O -0.504; O -0.678; C 0.168; C -0.792; C -0.433; C -0.503; C -0.550; C 0.326; H 0.476; H 0.387; H 0.386; H 0.486; Br -0.558